{
  "formula": "C2H5IN2O2",
  "method": "the ωB97M-V functional and the def2-TZVPD basis",
  "elements": ["C", "C", "I", "N", "O", "N", "O", "H", "H", "H", "H", "H"],
  "coordinates": [[-0.2329, -1.6302, 0.0418], [0.4881, -0.4754, -0.5687], [2.5763, -0.6961, -0.2904], [0.1355, 0.8236, 0.0788], [0.0054, 0.9355, 1.2877], [-0.4309, 1.6537, -0.6901], [-0.8078, 2.7405, 0.0484], [-1.0770, -1.1999, 0.5283], [0.3582, -2.1344, 0.8726], [-0.5985, -2.3209, -0.6399], [0.3316, -0.1187, -1.6205], [-0.7480, 2.4223, 0.9520]],
  "forces_ev_per_a": [[0.810, 0.488, 2.324], [0.958, 1.846, -1.129], [0.610, 0.000, -0.193], [-2.116, -1.000, -1.235], [1.087, -0.286, 2.974], [0.796, 1.518, -0.469], [-0.428, -0.350, -2.037], [-0.948, 0.167, 0.500], [-0.669, 0.621, -1.277], [-0.290, -1.334, -1.454], [0.022, -1.397, 0.661], [0.169, -0.274, 1.335]],
  "lowdin_charge": [-0.145, -0.725, 0.884, -0.422, -0.044, 0.058, 0.019, 0.073, 0.088, 0.058, 0.100, 0.056],
  "total_charge": 0,
  "homo_lumo_gap_ev": 9.84,
  "relative_energy_kcal_mol": 37.5,
  "smiles": "C[C@H](I)/[N+]([O-])=N/O"
}

***

{
  "formula": "C2H5IN2O2",
  "method": "the ωB97M-V functional and the def2-TZVPD basis",
  "elements": ["C", "C", "I", "N", "O", "N", "O", "H", "H", "H", "H", "H"],
  "coordinates": [[0.6626, 0.8914, -1.4855], [-0.0912, -0.3469, -0.9384], [-2.1700, -0.5317, -1.1272], [0.2608, -0.3129, 0.8105], [1.3939, -0.1086, 1.1426], [-0.7545, -0.5328, 1.4690], [-0.6150, -0.5394, 2.8916], [0.2381, 1.9374, -0.9903], [0.5674, 0.7513, -2.4733], [1.6524, 0.8925, -1.0637], [0.3554, -1.2766, -1.3965], [-1.4999, -0.8237, 3.1614]],
  "forces_ev_per_a": [[-2.214, 1.812, 5.838], [1.363, 0.203, 1.917], [-0.059, 0.257, -0.558], [-1.181, -0.718, -2.484], [1.965, 0.469, 0.567], [-1.927, -0.476, 1.308], [0.952, 0.197, -1.514], [0.553, -2.691, -1.814], [0.122, 0.479, -3.798], [0.646, -0.476, -0.341], [-0.344, 0.849, 1.135], [0.126, 0.097, -0.256]],
  "lowdin_charge": [-0.141, -0.674, 0.860, -0.352, 0.007, -0.077, -0.014, 0.150, 0.015, 0.056, 0.079, 0.092],
  "total_charge": 0,
  "homo_lumo_gap_ev": 9.69,
  "relative_energy_kcal_mol": 64.8,
  "smiles": "C[C@H](I)/[N+]([O-])=N/O"
}